1.
The following is a DFT calculation (ωB97M-V with the def2-TZVPD basis set) of a cluster of 6 separate species, C3H18NO7S2 in total.

Computed properties:
HOMO energy: -12.017 eV
frontier orbital gap: 9.34 eV
energy: -40891.039 eV
charge: +1
LUMO energy: -2.677 eV

Atoms and positions in Å:
N1 -0.882 0.021 2.403
C1 -1.205 -0.286 0.950
C2 -1.130 -1.805 0.794
O1 -1.647 -2.213 -0.359
O2 -0.695 -2.548 1.647
C3 -0.179 0.328 0.024
S1 -0.120 2.144 0.183
S2 1.669 2.674 0.908
H1 -1.428 -0.490 3.042
H2 -0.972 1.062 2.618
H3 0.107 -0.332 2.608
H4 -2.232 0.058 0.710
H5 -1.564 -3.178 -0.530
H6 0.847 -0.130 0.159
H7 -0.483 0.066 -1.013
H8 2.538 2.539 -0.138
H9 -1.438 -1.914 -3.614
H10 -1.518 -0.578 -2.772
O3 -0.947 -1.200 -3.200
H11 2.464 -0.917 2.570
H12 1.546 -2.080 2.294
O4 1.564 -1.105 2.353
H13 1.766 -2.239 -2.202
H14 0.480 -1.478 -2.279
O5 1.250 -1.618 -1.737
H15 -3.463 0.533 -2.381
H16 -2.225 1.492 -2.330
O6 -2.597 0.593 -2.063
H17 2.120 -0.154 -1.497
H18 3.313 0.644 -1.997
O7 2.648 0.645 -1.408

=====

2.
The following is a DFT calculation (ωB97M-V with the def2-TZVPD basis set) of an isolated molecule of C19H24N2O4.

Computed properties:
HOMO energy: -8.777 eV
frontier orbital gap: 9.14 eV
energy relative to the best compared isomer or geometry (same formula, charge and spin): 27.8 kcal/mol
energy: -31263.384 eV
charge: 0
LUMO energy: 0.363 eV

Atoms and positions in Å:
C1 2.803 1.244 -2.870
H1 3.791 0.806 -2.747
C2 1.746 0.151 -2.971
C3 0.350 0.724 -3.249
C4 -0.084 1.659 -2.157
O1 -0.179 2.867 -2.391
C5 -0.303 1.136 -0.808
C6 -0.399 2.043 0.221
O2 -0.393 3.345 0.041
H2 -0.321 3.506 -0.959
C7 -0.469 1.651 1.673
C8 0.943 1.843 2.230
O3 1.933 1.311 1.804
O4 0.930 2.690 3.254
C9 2.187 2.973 3.857
H3 2.883 3.365 3.114
H4 2.610 2.066 4.294
H5 1.993 3.714 4.628
H6 -1.111 2.365 2.196
C10 -0.970 0.210 1.886
C11 -0.210 -0.699 0.916
C12 -0.446 -0.287 -0.512
N1 -0.819 -1.093 -1.414
C13 -1.009 -2.443 -1.322
C14 -2.301 -2.979 -1.313
C15 -2.448 -4.351 -1.347
N2 -1.435 -5.203 -1.399
C16 -0.213 -4.695 -1.422
C17 0.062 -3.342 -1.385
H7 1.077 -2.975 -1.405
H8 0.592 -5.418 -1.465
H9 -3.432 -4.801 -1.330
H10 -3.157 -2.323 -1.270
H11 -0.515 -1.739 1.053
H12 0.862 -0.622 1.117
C18 -0.716 -0.229 3.329
H13 0.350 -0.291 3.537
H14 -1.164 0.476 4.027
H15 -1.153 -1.210 3.503
C19 -2.472 0.154 1.596
H16 -2.691 0.520 0.595
H17 -3.021 0.759 2.313
H18 -2.827 -0.871 1.670
H19 -0.367 -0.093 -3.327
H20 0.368 1.291 -4.182
H21 2.002 -0.532 -3.783
H22 1.728 -0.422 -2.043
H23 2.609 1.890 -2.016
H24 2.806 1.858 -3.768

=====

3.
The following is a DFT calculation (ωB97M-V with the def2-TZVPD basis set) of a structure of composition C15H14AuNO5S.

Computed properties:
HOMO energy (spin up / spin down): -15.907 / -15.976 eV
2S+1: 3
frontier orbital gap (spin up / spin down): 8.80 / 5.74 eV
energy: -42018.044 eV
charge: +2
<S²>: 2.01
LUMO energy (spin up / spin down): -7.110 / -10.233 eV

Atoms and positions in Å:
Au1 0.046 0.270 -0.161
O1 3.401 2.813 -1.796
C1 2.410 2.050 -1.391
O2 2.067 1.905 -0.242
C2 1.722 1.356 -2.541
C3 2.148 1.544 -3.852
C4 1.484 0.895 -4.876
C5 0.410 0.076 -4.556
C6 0.054 -0.056 -3.226
N1 0.691 0.566 -2.235
C7 -1.099 -0.944 -2.850
O3 -1.851 -1.407 -3.786
O4 -1.385 -1.277 -1.710
H1 3.836 3.244 -1.041
H2 2.989 2.194 -4.044
H3 1.793 1.019 -5.905
H4 -0.142 -0.458 -5.318
C8 0.225 -3.770 2.844
C9 -0.239 -2.401 2.469
C10 -1.568 -2.186 2.048
C11 -2.021 -0.943 1.695
C12 -1.114 0.142 1.763
C13 0.227 -0.034 2.199
C14 0.641 -1.320 2.528
S1 -1.759 1.784 1.646
C15 -2.043 2.402 3.306
O5 -2.972 1.817 0.838
H5 -0.606 -4.457 2.981
H6 0.819 -3.742 3.758
H7 0.870 -4.174 2.060
H8 -2.252 -3.024 2.006
H9 -3.041 -0.782 1.369
H10 0.885 0.814 2.358
H11 1.658 -1.472 2.867
H12 -2.775 1.748 3.781
H13 -2.425 3.416 3.187
H14 -1.086 2.393 3.825

=====

4.
The following is a DFT calculation (ωB97M-V with the def2-TZVPD basis set) of a cluster of 5 separate species, C3H14NO6 in total.

Computed properties:
HOMO energy: -5.438 eV
frontier orbital gap: 9.09 eV
energy relative to the best compared isomer or geometry (same formula, charge and spin): 21.1 kcal/mol
energy: -17116.116 eV
charge: -1
LUMO energy: 3.649 eV

Atoms and positions in Å:
O1 0.452 0.791 0.878
C1 -0.230 -0.189 0.547
O2 -1.387 -0.127 -0.001
C2 0.087 -1.637 1.123
C3 0.297 -2.506 -0.138
N1 -1.015 -2.289 1.849
H1 0.969 -1.581 1.780
H2 1.348 -2.447 -0.488
H3 -0.112 -3.500 -0.065
H4 -0.349 -2.092 -0.918
H5 -1.033 -1.917 2.787
H6 -1.938 -2.092 1.454
H7 3.186 0.120 1.588
H8 2.351 0.519 0.258
O3 3.197 0.234 0.636
H9 0.492 2.868 -1.333
H10 0.360 1.707 -2.361
O4 0.932 2.429 -2.085
H11 -1.735 0.915 -1.390
H12 -2.492 0.564 -2.646
O5 -2.047 1.312 -2.234
H13 0.098 2.437 0.548
H14 -1.154 3.159 -0.089
O6 -0.276 3.321 0.302

=====

5.
The following is a DFT calculation (ωB97M-V with the def2-TZVPD basis set) of a cluster of 3 separate species, C14H27BrNO2S in total.

Computed properties:
HOMO energy: -11.268 eV
frontier orbital gap: 7.08 eV
energy relative to the best compared isomer or geometry (same formula, charge and spin): 0.0 kcal/mol
energy: -101412.997 eV
charge: +1
LUMO energy: -4.190 eV

Atoms and positions in Å:
S1 4.894 -0.944 -1.391
C1 3.732 0.410 -1.022
C2 2.302 -0.073 -0.869
C3 1.365 1.066 -0.450
C4 -0.064 0.611 -0.457
C5 -0.515 -0.136 0.602
N1 -1.774 -0.605 0.649
C6 -2.669 -0.379 -0.321
C7 -2.298 0.355 -1.407
C8 -0.993 0.848 -1.484
Br1 -0.513 1.818 -2.996
H1 3.973 -1.845 -1.741
H2 3.793 1.126 -1.840
H3 4.074 0.889 -0.106
H4 2.268 -0.862 -0.113
H5 1.965 -0.501 -1.818
H6 1.486 1.926 -1.105
H7 1.615 1.378 0.564
H8 0.122 -0.365 1.445
H9 -2.057 -1.152 1.451
H10 -3.658 -0.796 -0.190
H11 -3.009 0.543 -2.197
C9 4.902 3.271 2.320
C10 3.388 3.262 2.200
C11 2.729 4.219 3.178
O1 2.877 1.931 2.370
H12 5.204 2.961 3.324
H13 5.353 2.582 1.606
H14 5.304 4.268 2.140
H15 3.104 3.534 1.180
H16 2.970 3.936 4.205
H17 1.644 4.199 3.068
H18 3.074 5.241 3.020
H19 3.110 1.640 3.259
C12 -5.560 -3.393 -2.461
C13 -4.525 -3.236 -1.361
C14 -3.992 -4.576 -0.882
O2 -5.059 -2.480 -0.263
H20 -6.415 -3.966 -2.093
H21 -5.926 -2.421 -2.791
H22 -5.144 -3.919 -3.319
H23 -3.694 -2.630 -1.734
H24 -4.804 -5.180 -0.472
H25 -3.246 -4.442 -0.097
H26 -3.537 -5.133 -1.701
H27 -5.799 -2.980 0.099